Record 1
{
  "formula": "C36H72BF6N3O15P2S2",
  "method": "wB97M-V/def2-TZVPD",
  "orbital_gap_ha": 0.271,
  "spin_multiplicity": 1,
  "charge": 0,
  "symbols": ["C", "C", "C", "C", "N", "C", "C", "C", "C", "S", "C", "S", "N", "C", "C", "C", "C", "O", "C", "B", "O", "O", "C", "O", "C", "N", "C", "C", "C", "C", "O", "C", "F", "F", "C", "F", "F", "C", "F", "F", "C", "O", "O", "H", "H", "H", "H", "H", "H", "H", "H", "H", "H", "H", "H", "H", "H", "H", "H", "H", "H", "H", "H", "H", "H", "H", "H", "H", "H", "H", "H", "H", "H", "H", "H", "H", "H", "H", "H", "H", "H", "H", "H", "H", "H", "C", "C", "O", "P", "O", "O", "C", "C", "O", "C", "C", "H", "H", "H", "H", "H", "H", "H", "H", "H", "H", "H", "H", "H", "H", "H", "C", "C", "O", "P", "O", "O", "C", "C", "O", "C", "C", "H", "H", "H", "H", "H", "H", "H", "H", "H", "H", "H", "H", "H", "H", "H"],
  "positions_angstrom": [[-1.2314, -4.4559, 4.0069], [-2.1991, -3.4513, 4.6905], [-2.7202, -2.4391, 3.6201], [-2.0564, -1.0674, 3.8048], [-2.8778, 0.0294, 3.2825], [-2.4945, 1.3205, 3.8418], [-1.4767, 1.9773, 2.8628], [-2.1521, 2.5950, 1.6443], [-1.1838, 2.9304, 0.5019], [-0.1348, 1.5243, 0.0170], [1.5755, 1.8287, 0.5207], [2.2125, 0.8091, 1.6063], [2.4018, 2.8459, -0.0164], [1.8225, 4.2023, 0.1065], [0.9600, 4.6909, -1.0733], [2.8682, 2.5127, -1.3677], [3.9461, 3.5094, -1.8340], [-3.5895, 2.2063, 3.9215], [-4.1921, 2.3540, 5.1961], [-4.5937, 0.9667, 5.9306], [-3.6822, 0.1306, 6.5007], [-5.9273, 0.6031, 6.0268], [-3.4633, 3.3250, 6.1340], [-2.1386, 2.9376, 6.4474], [-1.9312, 2.8677, 7.8626], [-0.5405, 2.6980, 8.1688], [-0.2225, 1.3551, 8.7052], [1.1931, 1.3914, 9.3183], [2.2080, 0.9111, 8.2611], [-3.5761, 4.7842, 5.6522], [-4.6050, 5.2063, 5.1732], [-2.3940, 5.8222, 5.7963], [-1.5838, 5.6046, 6.8483], [-2.9945, 7.0104, 6.0235], [-1.5972, 5.9877, 4.4478], [-1.5127, 7.2988, 4.1622], [-2.2825, 5.4070, 3.4457], [-0.1642, 5.3832, 4.4560], [-0.0883, 4.2194, 5.0948], [0.1763, 5.1395, 3.1556], [0.9314, 6.3319, 5.0124], [1.4868, 6.0403, 6.0356], [1.2606, 7.4347, 4.3014], [-1.8155, -5.1692, 3.4246], [-0.5965, -4.9519, 4.7394], [-0.6359, -3.8814, 3.2928], [-1.7100, -2.9449, 5.5227], [-3.0558, -4.0248, 5.0481], [-2.5203, -2.8868, 2.6466], [-3.7853, -2.3127, 3.8178], [-1.0570, -1.0635, 3.3378], [-1.8932, -0.9493, 4.8773], [-2.7265, 0.0400, 2.2812], [-1.9303, 1.1642, 4.7599], [-0.8492, 2.7070, 3.3821], [-0.7996, 1.1654, 2.5792], [-2.6984, 3.4945, 1.9294], [-2.9132, 1.9089, 1.2538], [-1.7859, 3.1802, -0.3752], [-0.6456, 3.8386, 0.7585], [2.6716, 4.8803, 0.2189], [1.3012, 4.2322, 1.0634], [0.5314, 3.8923, -1.6757], [1.5644, 5.3285, -1.7209], [0.1420, 5.3218, -0.7171], [2.0730, 2.3745, -2.1074], [3.3889, 1.5553, -1.2798], [4.7801, 2.9980, -2.3120], [3.5489, 4.2289, -2.5526], [4.3328, 4.0589, -0.9755], [-5.1576, 2.8337, 5.0055], [-2.8286, 0.5649, 6.6037], [-6.3701, 1.1639, 6.6694], [-4.0386, 3.3095, 7.0755], [-2.2542, 3.8201, 8.3113], [-2.5596, 2.0945, 8.3256], [0.0329, 2.9186, 7.3650], [-0.2686, 0.6448, 7.8684], [-0.9368, 1.1199, 9.4923], [1.4472, 2.3875, 9.6777], [1.1902, 0.7189, 10.1806], [3.2145, 0.8538, 8.6747], [1.9068, -0.0750, 7.9057], [2.1806, 1.6116, 7.4228], [1.2067, 8.1869, 4.9041], [1.6437, -0.9092, -7.5119], [1.6491, -0.9434, -6.0055], [2.7143, -1.7496, -5.4925], [4.2026, -1.1088, -5.3769], [4.1120, -0.0824, -4.3025], [4.9335, -2.3430, -4.5779], [5.7566, -2.0971, -3.4370], [5.0154, -2.4526, -2.1655], [4.7166, -1.7046, -6.8231], [5.9437, -1.1772, -7.3836], [7.1644, -1.8748, -6.8131], [2.5169, -0.3855, -7.9083], [0.7487, -0.3940, -7.8644], [1.6604, -1.9170, -7.9270], [1.7115, 0.0693, -5.5951], [0.7169, -1.3880, -5.6581], [6.1029, -1.0632, -3.4143], [6.6405, -2.7328, -3.5365], [4.0928, -1.8787, -2.0761], [5.6349, -2.2597, -1.2879], [4.7370, -3.5074, -2.1731], [5.9997, -0.0984, -7.2201], [5.8909, -1.3443, -8.4590], [7.3434, -1.5712, -5.7808], [8.0538, -1.6234, -7.3922], [7.0277, -2.9554, -6.8165], [-5.2767, -4.8952, -6.5092], [-4.0914, -4.7867, -5.5649], [-2.9959, -5.5926, -6.0006], [-2.0030, -5.0180, -7.1665], [-1.2039, -4.0053, -6.4006], [-0.8683, -6.2179, -7.1091], [0.5280, -5.9134, -7.0721], [1.0744, -6.0970, -5.6724], [-2.7671, -5.9008, -8.3434], [-2.5077, -5.5712, -9.7300], [-1.2438, -6.2410, -10.2371], [-5.0441, -4.4566, -7.4823], [-6.1441, -4.3756, -6.0992], [-5.5365, -5.9398, -6.6790], [-3.7741, -3.7447, -5.4594], [-4.3720, -5.1490, -4.5763], [0.7228, -4.9052, -7.4394], [1.0251, -6.6087, -7.7541], [0.5487, -5.4617, -4.9599], [2.1384, -5.8572, -5.6365], [0.9353, -7.1289, -5.3459], [-2.4514, -4.4876, -9.8561], [-3.3672, -5.9239, -10.2993], [-0.3540, -5.7713, -9.8157], [-1.1786, -6.1616, -11.3232], [-1.2237, -7.2920, -9.9524]],
  "forces_ev_per_a": [[-0.4, 0.9, 0.3], [0.1, -0.6, -1.3], [0.3, -0.1, 1.4], [0.1, -0.5, -0.4], [-0.1, -0.2, 1.0], [1.4, 0.2, -2.2], [-0.1, -0.1, 0.6], [0.2, -0.6, -0.1], [-0.6, 0.5, 0.1], [0.1, 0.0, -0.3], [0.3, 0.1, 0.9], [-0.1, -0.2, -0.2], [-1.1, 0.3, -0.4], [0.2, -0.2, -0.2], [0.1, 0.5, 0.2], [1.3, -0.4, 0.1], [-0.4, 0.2, -0.1], [0.2, 0.2, 0.8], [-0.6, -0.2, 0.3], [0.0, -0.1, -0.2], [0.0, 0.2, 0.3], [0.4, 0.0, 0.2], [0.1, 0.1, 0.3], [-0.3, -0.4, -0.1], [0.4, 1.1, 0.4], [-0.6, -0.8, 0.4], [0.8, 1.3, -0.2], [-0.1, -1.0, -0.6], [-0.4, 0.3, 0.6], [-0.8, 0.1, -0.5], [1.2, -0.4, 0.6], [-0.9, 0.2, -0.4], [0.2, -0.1, -0.2], [0.0, 0.0, 0.1], [0.0, -0.3, 0.3], [0.2, 0.0, 0.0], [-0.1, -0.1, 0.2], [1.0, 0.6, -1.0], [-0.3, 0.0, 0.2], [-0.2, 0.1, 0.0], [1.0, -0.1, 1.5], [-0.6, 0.1, -0.4], [-1.1, -0.5, -0.4], [0.1, -0.2, 0.1], [0.0, -0.2, -0.2], [0.3, -0.3, 0.1], [-0.1, 0.0, 0.0], [0.1, 0.2, 0.4], [-0.4, 0.3, -0.2], [0.0, 0.1, -0.5], [0.0, -0.1, 0.1], [-0.2, 0.3, 0.0], [-0.3, 0.2, -0.1], [-0.6, 0.1, 0.3], [-0.2, 0.1, 0.0], [0.0, 0.2, -0.2], [0.1, 0.0, -0.1], [0.1, 0.0, 0.1], [0.2, 0.0, -0.1], [0.3, -0.2, 0.0], [-0.1, 0.0, 0.0], [0.0, 0.0, -0.1], [0.0, -0.1, 0.1], [0.0, -0.1, -0.1], [0.0, -0.1, 0.0], [-0.1, 0.2, 0.1], [-0.3, -0.1, 0.0], [-0.1, -0.1, 0.0], [0.0, 0.0, 0.1], [0.1, -0.1, 0.0], [0.1, 0.1, -0.1], [0.2, -0.2, -0.3], [-0.4, 0.0, -0.2], [-0.2, 0.2, -0.2], [-0.2, 0.0, -0.3], [0.2, -0.2, -0.2], [0.0, 0.1, 0.0], [-0.1, -0.5, 0.4], [-0.2, -0.1, -0.2], [-0.2, 0.1, 0.0], [0.2, 0.0, 0.0], [0.0, 0.0, -0.2], [0.2, 0.0, -0.1], [0.3, -0.1, -0.1], [0.5, 0.1, 0.1], [0.2, 0.1, -0.4], [-0.3, 0.1, 0.0], [0.6, 0.6, -0.4], [-1.8, -5.9, 3.3], [1.0, 1.9, -2.5], [0.3, 0.5, -0.5], [-0.1, -0.1, 0.3], [-0.1, 0.0, 0.0], [0.0, 3.1, 0.1], [0.4, -0.2, -0.1], [0.0, 0.1, 0.3], [0.0, 0.0, 0.0], [0.0, 0.0, 0.0], [-0.1, 0.0, 0.1], [0.0, -0.1, 0.1], [0.1, -0.1, 0.2], [-0.1, 0.0, 0.0], [-0.1, 0.0, -0.1], [0.1, 0.1, 0.0], [0.0, 0.0, 0.0], [0.1, 0.0, 0.0], [0.0, 0.0, 0.0], [-0.2, 0.0, 0.0], [0.0, 0.0, 0.0], [-0.1, 0.0, -0.1], [0.0, 0.0, -0.1], [0.1, 0.0, -0.1], [-0.3, 0.1, 0.0], [-0.3, 0.6, -0.8], [2.3, -6.6, 5.0], [-1.6, 2.7, -2.8], [0.1, 0.2, -0.9], [0.1, -0.1, 0.3], [0.0, 0.0, 0.1], [-0.5, 3.5, -0.9], [0.1, -0.3, -0.3], [0.2, 0.1, 0.1], [0.0, 0.0, 0.0], [0.0, 0.0, 0.0], [0.0, 0.0, 0.1], [0.0, 0.0, 0.1], [0.1, -0.1, 0.0], [-0.1, 0.0, 0.1], [-0.1, -0.1, 0.0], [0.0, 0.1, -0.1], [0.0, 0.0, 0.0], [0.0, 0.0, -0.1], [-0.1, 0.0, 0.0], [-0.1, 0.0, 0.2], [0.0, 0.0, 0.0], [-0.1, 0.0, 0.0], [-0.1, 0.0, 0.0]]
}

Record 2
{
  "formula": "C6H12O",
  "method": "wB97M-V/def2-TZVPD",
  "orbital_gap_ha": 0.393,
  "spin_multiplicity": 1,
  "charge": 0,
  "symbols": ["C", "C", "C", "C", "C", "C", "O", "H", "H", "H", "H", "H", "H", "H", "H", "H", "H", "H", "H"],
  "positions_angstrom": [[2.7709, -0.1041, 0.0711], [1.4076, 0.1018, -0.5803], [0.1864, 0.2678, 0.3153], [-1.1219, 1.0514, -0.5431], [-2.2442, 0.1465, -0.0447], [-1.5774, -1.1924, -0.0072], [-0.3194, -0.9932, 0.7017], [2.9686, 0.7068, 0.7802], [2.8412, -1.0644, 0.5922], [3.5428, -0.0913, -0.7115], [1.4230, 1.0402, -1.1310], [1.2417, -0.7342, -1.2731], [0.4628, 0.8435, 1.2278], [-1.2995, 2.1317, -0.3389], [-1.0252, 0.9969, -1.6488], [-3.1295, -0.1443, -0.6403], [-2.5415, 0.4896, 0.9495], [-2.0684, -1.9384, 0.6010], [-1.5261, -1.5228, -1.0788]],
  "forces_ev_per_a": [[-0.1, 0.0, 0.1], [-0.2, 0.3, -0.3], [-0.9, 1.2, -1.1], [0.8, -0.7, 0.6], [-0.5, -0.4, 0.1], [1.0, -0.3, 0.9], [-0.9, 0.1, -0.9], [0.1, -0.2, 0.0], [-0.1, 0.2, 0.0], [-0.1, 0.0, 0.3], [0.3, 0.0, -0.5], [-0.3, 0.3, 0.0], [-0.4, -0.2, -0.5], [0.5, -0.8, 0.3], [0.4, -0.3, 0.6], [0.1, 1.4, -0.1], [-0.2, -0.3, 0.0], [-0.4, -0.3, -0.2], [0.7, -0.1, 0.8]]
}

Record 3
{
  "formula": "C25H44FeO2P2",
  "method": "wB97M-V/def2-TZVPD",
  "orbital_gap_ha": [0.252, 0.218],
  "spin_multiplicity": 6,
  "s2": 8.82,
  "charge": 1,
  "symbols": ["Fe", "C", "C", "C", "C", "C", "C", "H", "H", "H", "C", "H", "H", "H", "C", "H", "H", "H", "C", "H", "H", "H", "C", "H", "H", "H", "C", "C", "C", "C", "C", "C", "C", "C", "H", "H", "H", "H", "H", "H", "H", "H", "H", "H", "H", "H", "P", "C", "C", "P", "C", "C", "C", "H", "H", "H", "H", "H", "H", "H", "H", "H", "H", "H", "H", "H", "H", "C", "O", "C", "O", "H", "H", "H"],
  "positions_angstrom": [[0.7539, -0.3632, -1.7107], [1.5804, -0.6453, 0.4997], [1.8204, 0.6821, -0.0744], [-0.3572, 0.5889, 0.7463], [0.2047, -0.7020, 0.9065], [0.6142, 1.4518, 0.1892], [2.5882, -1.5821, 1.0829], [3.6244, -1.3289, 0.8378], [2.4022, -2.6184, 0.7490], [2.5391, -1.6112, 2.1905], [-0.3474, -1.7782, 1.7577], [-0.0474, -2.7764, 1.4152], [-1.4450, -1.7577, 1.7963], [0.0171, -1.6585, 2.7924], [-1.5880, 1.0898, 1.4062], [-1.3115, 1.5897, 2.3512], [-2.2934, 0.2906, 1.6522], [-2.1229, 1.8280, 0.7889], [0.5437, 2.9263, 0.3389], [0.6432, 3.2153, 1.3995], [-0.4271, 3.3218, 0.0054], [1.3240, 3.4547, -0.2132], [3.1523, 1.3036, -0.3446], [3.5608, 1.8629, 0.5137], [3.0787, 2.0162, -1.1775], [3.9026, 0.5605, -0.6370], [0.1257, -1.7148, -4.3908], [1.5746, -1.9840, -4.1550], [2.5862, -1.2217, -5.0667], [2.3800, 0.2430, -5.4395], [1.5575, 0.9949, -4.4064], [0.0831, 1.1107, -4.7149], [-0.6391, 0.2291, -5.7844], [-0.2535, -1.2536, -5.7845], [2.5567, -1.7751, -6.0099], [2.0221, 0.3434, -6.4640], [3.6158, -1.3872, -4.7234], [0.5101, -1.5292, -6.5105], [-0.5473, -2.5061, -4.0228], [1.7113, -3.0416, -4.4989], [-1.1311, -1.8511, -6.0540], [-1.7227, 0.2743, -5.6130], [-0.1842, 2.1490, -4.9969], [-0.4949, 0.6040, -6.8062], [3.3741, 0.7116, -5.4457], [1.9653, 2.0007, -4.2125], [1.6766, -2.2641, -2.3586], [0.6428, -3.7243, -2.1963], [3.4243, -2.2276, -1.9803], [-0.5841, 1.7024, -2.6365], [0.2732, 0.4503, -3.4514], [0.3472, 3.2674, -2.7053], [-2.2675, 1.5523, -3.1638], [-0.4286, -3.4868, -2.1596], [0.9680, -4.1333, -1.2317], [0.8304, -4.4171, -3.0218], [4.0468, -1.7765, -2.7637], [3.6241, -3.2823, -1.7884], [3.5412, -1.6512, -1.0418], [-2.3151, 1.6930, -4.2414], [-2.7773, 2.3674, -2.6239], [-2.7078, 0.5832, -2.8795], [-0.1676, -0.7734, -3.8062], [1.7459, 0.2648, -3.5055], [-0.1816, 3.9170, -1.9975], [0.2607, 3.6951, -3.6955], [1.4041, 3.2070, -2.4226], [-3.4527, -1.5805, -0.5496], [-2.1803, -0.9140, -0.6160], [-1.3684, -1.1003, -1.6937], [-1.8712, -1.7292, -2.6304], [-3.8154, -1.3800, 0.4717], [-3.3536, -2.6633, -0.6879], [-4.1529, -1.1496, -1.2689]],
  "forces_ev_per_a": [[-3.4, 1.0, 3.7], [-0.6, 1.4, 0.3], [-0.8, -0.3, 0.8], [0.3, -0.9, 0.6], [0.8, 1.3, 0.0], [1.2, -0.7, -0.3], [0.3, -0.7, -0.1], [-0.2, 0.0, 0.0], [0.2, 0.2, 0.2], [-0.2, 0.2, -0.5], [-0.5, -0.5, 0.2], [0.0, 0.1, 0.1], [0.3, 0.0, -0.1], [-0.1, -0.1, -0.3], [-0.5, 0.2, 0.0], [-0.1, -0.1, -0.3], [0.2, 0.1, -0.1], [0.1, -0.2, 0.2], [-0.2, 0.6, -0.1], [0.0, -0.2, -0.3], [0.2, -0.1, 0.2], [0.0, -0.1, 0.2], [0.4, 0.3, -0.2], [-0.2, -0.2, -0.2], [0.1, 0.0, 0.1], [-0.1, 0.1, 0.1], [-1.7, -0.9, -1.0], [0.5, -1.9, -1.4], [0.3, -1.1, -0.2], [0.8, -0.3, 0.2], [2.0, 2.0, -1.7], [-1.4, -2.2, -4.3], [0.8, -0.2, -0.9], [-0.5, -1.1, 0.0], [0.1, 0.0, 0.1], [-0.4, 0.1, 0.2], [-0.3, 0.1, 0.1], [0.0, 0.3, -0.2], [0.8, 0.2, -0.6], [0.2, 0.6, 0.0], [0.0, 0.3, -0.3], [0.3, 0.3, 0.3], [0.1, -0.2, 1.2], [0.0, 0.3, 0.3], [-0.3, 0.0, 0.1], [-0.2, -0.5, 0.3], [-0.2, 1.7, -1.5], [0.8, -0.8, 0.6], [0.2, -0.8, 1.1], [0.9, 1.0, 5.9], [1.5, 4.3, 0.4], [-1.3, 0.7, -0.4], [-0.6, 0.9, -0.6], [0.5, 0.3, 0.1], [-0.3, -0.5, -0.2], [0.1, -0.2, 0.3], [-0.3, -0.5, 0.1], [1.1, 0.0, 0.0], [0.1, -0.5, -0.8], [-0.6, 0.2, -0.1], [-0.1, -0.3, -0.3], [0.4, 0.4, 0.0], [-0.1, -4.0, -0.8], [-0.4, 1.0, 0.0], [0.4, 0.1, -0.3], [0.2, 0.5, -0.3], [-0.4, -0.4, 0.1], [0.0, 0.2, 0.3], [0.2, 0.1, 0.5], [-0.8, -0.9, -0.6], [-0.1, 0.5, 0.8], [0.1, -0.1, -0.4], [0.0, 0.3, -0.2], [0.1, -0.2, 0.0]]
}

Record 4
{
  "formula": "C4H3I",
  "method": "wB97M-V/def2-TZVPD",
  "orbital_gap_ha": 0.302,
  "spin_multiplicity": 1,
  "charge": 0,
  "symbols": ["C", "C", "C", "C", "I", "H", "H", "H"],
  "positions_angstrom": [[0.7177, 0.1643, 0.1777], [-0.3880, -0.3964, 0.1907], [1.8237, 0.8826, 0.0108], [-1.5940, -0.8917, 0.1546], [-3.4101, 0.1265, 0.0884], [2.6526, 0.5962, -0.4471], [1.9819, 1.8291, 0.3839], [-1.7838, -2.3107, -0.5590]],
  "forces_ev_per_a": [[3.2, 2.1, -0.4], [-2.8, -1.1, 0.3], [-3.9, -1.0, 1.4], [-0.5, -4.0, -2.9], [0.4, -0.1, 0.4], [3.4, -2.2, -2.0], [-0.6, 2.2, 0.9], [0.7, 4.1, 2.2]]
}

Record 5
{
  "formula": "H3NO4P",
  "method": "wB97M-V/def2-TZVPD",
  "orbital_gap_ha": [0.200, 0.294],
  "spin_multiplicity": 3,
  "s2": 2.01,
  "charge": -1,
  "symbols": ["N", "O", "O", "O", "O", "P", "H", "H", "H"],
  "positions_angstrom": [[-0.4920, 0.0363, 0.4899], [0.3573, 0.9008, -2.0345], [-0.3877, -1.6444, -1.8332], [2.3067, 0.5044, -0.4139], [1.7293, -0.7794, -0.7216], [0.2389, -0.3749, -1.3831], [-0.8506, -0.8192, 0.6946], [-1.3739, 0.5851, 0.3922], [1.6959, 0.9341, -0.9816]],
  "forces_ev_per_a": [[1.0, 2.9, -3.6], [0.3, 2.7, -1.8], [-0.2, 0.8, -0.5], [7.4, 9.8, 3.9], [-5.4, -10.7, -2.8], [-2.1, -4.5, 5.2], [-1.1, -3.5, 1.0], [1.0, -0.1, -0.3], [-0.8, 2.6, -1.0]]
}

Which formula does entry 1 have? C36H72BF6N3O15P2S2

The highest charge belongs to which entry? C25H44FeO2P2

charge of number 1 (C36H72BF6N3O15P2S2)? 0